C8H15N as an isolated structure at a distorted geometry, computed with ωB97M-V with the def2-TZVPD basis set.

Calculated values
Max |F|   7.57 eV/Å
Frontier orbital gap   9.062 eV
2S+1   1
Total energy   -10020.5796 eV
Relative energy (zero: lowest compared OMol25 entry of this formula, charge and spin)   202.83 kcal per mole

```
24
Properties=species:S:1:pos:R:3:forces:R:3:mulliken_charge:R:1
C -1.127959 0.063985 1.799523 -5.3 2.8 4.7 -0.996
C -0.488670 -0.292923 0.573601 -0.2 -2.5 -1.3 0.489
C -0.229545 -1.784651 0.546317 1.4 -1.1 -0.9 -1.007
C -1.178225 -1.115232 -0.449890 -4.1 -5.3 0.3 -0.543
C 0.653798 0.292848 0.021385 2.0 4.5 -2.5 1.035
C 1.906712 -0.228624 0.591097 3.3 -0.9 -2.7 -1.398
C 0.626868 1.848438 -0.403935 0.0 -0.5 1.7 -0.808
C 0.652796 0.791951 -1.464413 -5.1 1.0 3.4 -0.234
H -2.201210 0.860022 1.505542 2.8 -2.7 1.0 0.217
H -1.505426 -1.153790 2.262350 0.5 4.6 -0.6 0.201
H -0.662577 0.960831 2.750365 -0.7 -3.5 -3.2 0.232
H 0.766803 -2.249222 0.270092 -1.5 1.0 -0.3 0.232
H -0.463080 -2.208886 1.486080 -1.0 -0.8 0.4 0.321
H -2.364512 -1.601855 -0.367993 3.3 2.1 0.1 0.181
H -0.865662 -1.287290 -1.506007 -0.1 0.9 1.4 0.350
H 1.814283 -0.679236 1.639307 0.5 1.3 -1.4 0.287
H 2.282654 -1.193738 -0.169446 -0.6 2.8 2.3 0.258
H 2.581385 0.698775 0.324465 -0.1 -2.3 1.6 0.338
H -0.382571 2.343945 -0.094163 2.1 -0.7 -1.1 0.227
H 1.572348 2.407271 -0.280498 -0.8 -0.1 0.4 0.290
H 1.473300 0.592622 -2.052477 1.6 -0.3 -1.3 0.511
H -1.711672 0.959518 -1.726131 4.6 -0.4 -1.1 0.241
H -0.496596 1.238244 -3.099669 -0.9 -0.9 2.2 0.222
N -0.653240 0.736997 -2.155499 -1.7 1.0 -3.0 -0.647
```
Forces are in eV/Å.

=====

A 2-piece molecular cluster, C7H13NO overall at a distorted geometry, computed with ωB97M-V with the def2-TZVPD basis set.

Calculated values
Max |F|   2.62 eV/Å
Frontier orbital gap   9.490 eV
2S+1   1
Total energy   -11002.6827 eV
Relative energy (zero: lowest compared OMol25 entry of this formula, charge and spin)   116.92 kcal per mole

```
22
Properties=species:S:1:pos:R:3:forces:R:3:mulliken_charge:R:1
C 1.812418 -0.048855 0.161849 -0.7 1.1 -1.1 1.129
C 1.209810 -1.411210 0.281029 -1.0 0.1 -0.5 -1.051
C 3.067685 0.095039 -0.637993 0.0 0.1 0.2 -1.288
N 1.475614 0.920789 1.052680 0.8 1.4 1.7 -0.528
O 0.926379 1.421767 -0.191547 0.5 -2.6 -0.1 -0.451
H 0.705319 0.678756 1.678082 -0.1 -0.3 -0.3 0.341
H 1.602434 -2.135944 -0.431246 0.1 0.2 0.0 0.328
H 0.132840 -1.326202 0.106067 0.0 0.0 0.0 0.196
H 1.318103 -1.819972 1.288204 0.2 0.2 0.1 0.333
H 3.818631 -0.602617 -0.255823 0.0 0.0 0.0 0.357
H 2.868745 -0.155583 -1.681175 0.0 -0.1 0.1 0.298
H 3.426894 1.118274 -0.594354 0.1 0.0 0.1 0.358
C -2.692908 0.126061 0.738738 -0.4 0.6 0.2 0.073
C -2.638686 -0.323583 -0.653885 0.2 -0.1 -0.3 -0.034
C -2.085060 1.199587 1.246777 -0.4 0.1 -0.2 -0.947
C -1.751010 0.061182 -1.571536 0.5 -0.7 0.3 -0.710
H -3.423501 -0.391509 1.356071 0.2 -0.1 0.1 0.319
H -3.396164 -1.050025 -0.932668 0.0 0.0 0.0 0.281
H -1.459375 1.846588 0.647710 0.2 -0.1 -0.1 0.314
H -0.906864 0.692953 -1.322964 -0.1 0.2 0.0 0.145
H -2.326958 1.554082 2.239038 0.2 -0.2 0.2 0.268
H -1.684344 -0.449577 -2.523053 -0.4 0.2 -0.2 0.268
```
Forces are in eV/Å.

=====

One molecule with the formula C3H3FN2O at a distorted geometry, computed with ωB97M-V with the def2-TZVPD basis set.

Calculated values
Max |F|   4.24 eV/Å
Frontier orbital gap (spin up / spin down)   6.969 / 7.304 eV
2S+1   1
Total energy   -10895.6571 eV
Relative energy (zero: lowest compared OMol25 entry of this formula, charge and spin)   212.87 kcal per mole

```
10
Properties=species:S:1:pos:R:3:forces:R:3:mulliken_charge:R:1
C 0.892452 -0.909364 -0.527131 0.1 -1.7 -0.1 0.680
C 3.619182 -1.356231 -2.252571 0.4 -2.1 -0.3 -0.056
C -0.300976 -0.179233 -0.043526 -1.9 2.9 -1.8 -0.797
N 1.153368 -2.097435 -0.522246 0.5 -0.1 -0.4 -0.390
N 1.984018 -0.089812 -1.069088 -3.2 1.8 2.1 -0.119
O 2.998472 -0.380201 -1.734819 3.3 0.8 -2.1 0.029
F 4.720474 -0.942825 -2.938535 -1.6 0.4 1.1 -0.121
H -1.241688 -0.246401 -0.790532 2.5 0.0 1.2 0.230
H -0.765178 -0.511119 0.907462 1.0 0.3 -0.4 0.296
H 0.055826 0.955204 -0.118790 -1.0 -2.2 0.7 0.247
```
Forces are in eV/Å.